# 1
Computed, not measured: a structure of composition C12H30AlN2O4 in a non-equilibrium geometry, with ωB97M-V with the def2-TZVPD basis set.

Geometry (Å):
Al: -0.0109 0.6249 1.3281
C: 0.2661 3.9592 -2.1689
O: -0.9745 3.4128 -1.8663
C: -1.9193 3.7582 -2.8301
C: -3.2585 2.9368 -2.5915
N: -3.0525 1.5384 -2.2334
C: -4.3707 0.9359 -1.9943
C: -5.0227 1.3667 -0.6258
O: -4.0638 1.2529 0.4582
C: -4.6968 1.4333 1.7437
H: 0.1313 4.9741 -2.5429
H: 0.6234 3.4749 -3.0777
H: 1.0298 3.6705 -1.4467
H: -1.6023 3.6655 -3.8689
H: -2.1606 4.8192 -2.8948
H: -4.0142 2.9626 -3.3766
H: -3.6347 3.3367 -1.6499
H: -2.9306 1.0588 -3.1139
H: -4.2066 -0.1414 -2.0164
H: -5.0649 1.1682 -2.8019
H: -5.8365 0.6427 -0.5842
H: -5.6049 2.2879 -0.6518
H: -3.9724 1.7666 2.4868
H: -5.1879 0.5142 2.0635
H: -5.4525 2.2099 1.8615
C: 0.6200 -3.3432 4.4354
O: 1.5018 -2.9724 3.3285
C: 2.8611 -3.0577 3.6281
C: 3.7601 -3.4086 2.4900
N: 3.9037 -2.1534 1.6410
C: 4.4925 -2.5087 0.3652
C: 4.5289 -1.2689 -0.6086
O: 3.1640 -0.7632 -0.9000
C: 2.7653 -1.0741 -2.1972
H: 0.8156 -4.4100 4.5432
H: -0.3423 -3.0815 3.9954
H: 0.7777 -2.7984 5.3662
H: 2.9749 -3.8757 4.3394
H: 3.1672 -2.1492 4.1468
H: 3.5585 -4.3087 1.9093
H: 4.7560 -3.4599 2.9300
H: 4.5060 -1.5192 2.1460
H: 3.9860 -3.2937 -0.1964
H: 5.5051 -2.9085 0.4187
H: 5.1354 -1.5170 -1.4796
H: 4.8981 -0.3122 -0.2392
H: 1.7887 -0.5956 -2.2708
H: 2.5144 -2.1242 -2.3474
H: 3.3481 -0.7257 -3.0498

The net charge is +3. The value obtained for the HOMO energy is -16.95 eV. The energy above the lowest of the compared OMol25 structures with the same formula, charge and spin comes out at 242.5 kcal per mole.



# 2
Computed, not measured: a structure of composition C12H30AlN4O3, with ωB97M-V with the def2-TZVPD basis set.

Geometry (Å):
C: -1.6172 7.0175 -1.6105
C: -0.3662 6.3782 -1.0196
C: 0.8486 7.2939 -0.9455
N: -0.2960 5.2078 -0.6012
Al: -1.6192 3.8302 -0.6679
H: -2.4713 6.8311 -0.9666
H: -1.8600 6.5540 -2.5630
H: -1.5000 8.0853 -1.7658
H: 1.3564 7.1345 -0.0005
H: 1.5335 7.0618 -1.7588
H: 0.5994 8.3491 -1.0322
H: -0.8746 2.4610 -1.2550
H: -2.1388 3.5252 0.8046
H: -2.8863 4.1708 -1.6687
C: 0.8014 -1.1154 1.1020
O: 0.7588 -2.3226 0.8922
N: 1.4693 -0.2394 0.3535
C: 1.4720 1.1837 0.6561
C: 2.1986 -0.7320 -0.8037
H: 0.2670 -0.6438 1.9446
H: 1.0358 1.7485 -0.1689
H: 2.4896 1.5336 0.8434
H: 0.8659 1.3670 1.5405
H: 1.5329 -1.2373 -1.5012
H: 2.9575 -1.4561 -0.5063
H: 2.6686 0.1152 -1.2962
C: -2.6381 0.3277 1.2479
O: -3.1312 1.3763 1.5832
N: -2.6846 -0.8186 1.9786
C: -2.0600 -2.0412 1.5298
C: -3.3851 -0.7851 3.2449
H: -2.0800 0.2146 0.3002
H: -2.7947 -2.8444 1.4133
H: -1.2917 -2.3833 2.2278
H: -1.5802 -1.8702 0.5690
H: -4.4319 -0.5088 3.1067
H: -2.9429 -0.0486 3.9181
H: -3.3298 -1.7711 3.7029
C: 2.5557 -5.0182 -2.1904
O: 2.3791 -3.8206 -2.2451
N: 2.1443 -5.8207 -1.1902
C: 2.4070 -7.2402 -1.2121
C: 1.4184 -5.2607 -0.0540
H: 3.0903 -5.5744 -2.9834
H: 1.4777 -7.8154 -1.1968
H: 3.0079 -7.5451 -0.3515
H: 2.9528 -7.4933 -2.1195
H: 0.4957 -4.7787 -0.3718
H: 2.0038 -4.5023 0.4615
H: 1.1917 -6.0795 0.6255

The net charge is -1. The value obtained for the HOMO energy is -3.81 eV. The energy above the lowest of the compared OMol25 structures with the same formula, charge and spin comes out at 0.0 kcal per mole.



# 3
Computed, not measured: a structure of composition C12H30AsF6N6O6Tl in a non-equilibrium geometry, with ωB97M-V with the def2-TZVPD basis set.

Geometry (Å):
Tl: -1.0011 -0.2128 -0.9323
As: 0.2304 -7.5663 0.7061
F: 1.6265 -7.2261 1.7324
F: 1.2348 -7.5317 -0.7614
F: -1.2504 -7.9056 -0.3243
F: -0.7842 -7.6169 2.1564
F: -0.0322 -5.7576 0.4828
F: 0.6688 -9.2830 0.7544
O: 3.7730 3.0963 0.3716
C: 4.4796 4.0633 0.7614
N: 4.4295 5.2258 0.1528
C: 5.4632 3.9155 1.8889
H: 4.0322 5.1673 -0.7740
H: 4.5341 6.1150 0.6202
H: 5.8579 4.8815 2.2037
H: 6.3935 3.4132 1.6240
H: 4.9757 3.6039 2.8127
O: 4.3666 -2.0698 -2.0453
C: 5.5166 -2.1444 -1.6411
N: 5.7735 -2.9734 -0.6606
C: 6.6396 -1.3284 -2.2010
H: 6.5194 -2.7044 -0.0351
H: 5.0037 -3.5660 -0.3844
H: 6.3559 -0.2761 -2.2173
H: 6.7429 -1.6038 -3.2506
H: 7.5768 -1.4576 -1.6597
O: 2.2384 -1.0776 4.2045
C: 2.7139 -1.1676 5.3516
N: 2.0819 -0.4983 6.3442
C: 4.0400 -1.9024 5.7368
H: 2.2496 -0.7520 7.3073
H: 1.4444 0.2464 6.1010
H: 3.6896 -2.8229 6.2036
H: 4.7035 -1.2953 6.3527
H: 4.6595 -2.2249 4.8998
O: -2.6654 5.1107 -3.0168
C: -3.2553 6.0890 -3.4573
N: -2.8721 6.6885 -4.6116
C: -4.4832 6.7846 -2.8267
H: -2.1212 6.3284 -5.1831
H: -3.4374 7.3639 -5.1059
H: -4.4487 6.8246 -1.7380
H: -5.3281 6.1576 -3.1118
H: -4.6368 7.8030 -3.1835
O: -3.7744 -2.5197 3.9099
C: -4.5458 -2.9880 4.7200
N: -4.4948 -4.2419 5.0305
C: -5.6177 -2.1266 5.3411
H: -3.7098 -4.6917 4.5815
H: -5.0530 -4.6912 5.7423
H: -6.0680 -2.5809 6.2236
H: -6.4428 -1.9025 4.6650
H: -5.1962 -1.1443 5.5543
O: -4.5451 0.7621 -5.7637
C: -5.0024 1.1119 -6.8200
N: -4.2681 1.2556 -7.9211
C: -6.4668 1.2170 -7.0414
H: -3.2744 1.2345 -7.7415
H: -4.6235 1.6731 -8.7694
H: -7.0307 0.5094 -6.4336
H: -6.8076 0.9609 -8.0446
H: -6.7776 2.2491 -6.8796

The net charge is +2. The value obtained for the HOMO energy is -13.75 eV. The energy above the lowest of the compared OMol25 structures with the same formula, charge and spin comes out at 141.4 kcal per mole.



# 4
Computed, not measured: a structure of composition C12H30BaN2O4, with ωB97M-V with the def2-TZVPD basis set.

Geometry (Å):
Ba: 0.3888 -0.5081 -0.1558
C: 4.0172 -0.7581 -1.0046
O: 2.7410 -0.3253 -1.4878
C: 2.8697 0.8478 -2.3141
C: 1.5772 1.0660 -3.0329
N: 0.5017 1.5287 -2.1084
C: -0.8111 1.5665 -2.8084
C: -1.3878 0.1696 -2.8499
O: -1.8533 -0.1903 -1.5485
C: -3.2521 0.0442 -1.3840
H: 3.8540 -1.5913 -0.3229
H: 4.5314 0.0547 -0.4868
H: 4.6318 -1.1073 -1.8362
H: 3.6673 0.6828 -3.0450
H: 3.1761 1.7025 -1.6997
H: 1.3056 0.1129 -3.4952
H: 1.6940 1.7448 -3.8835
H: 0.7565 2.4930 -1.9090
H: -0.7194 2.0592 -3.7819
H: -1.4830 2.2140 -2.2385
H: -0.5831 -0.5280 -3.1086
H: -2.1407 0.0376 -3.6273
H: -3.8282 -0.5208 -2.1182
H: -3.4847 1.1079 -1.4939
H: -3.5220 -0.2765 -0.3837
C: -1.2454 2.7664 0.8194
O: -1.0786 1.4250 1.2813
C: -2.1981 0.9953 2.0557
C: -1.9111 -0.3730 2.6283
N: -1.5554 -1.3535 1.5797
C: -0.9229 -2.5667 2.1620
C: 0.3822 -2.3242 2.8924
O: 1.3096 -1.5411 2.1357
C: 2.6264 -1.6198 2.7101
H: -1.2042 3.4641 1.6587
H: -2.2069 2.8880 0.3140
H: -0.4251 2.9873 0.1424
H: -3.0932 0.9932 1.4229
H: -2.3664 1.6971 2.8771
H: -2.7826 -0.7015 3.2034
H: -1.0817 -0.2876 3.3297
H: -2.4433 -1.6827 1.2076
H: -0.7371 -3.2610 1.3354
H: -1.5946 -3.0613 2.8696
H: 0.7760 -3.3207 3.1110
H: 0.2155 -1.8292 3.8535
H: 2.8790 -2.6586 2.9228
H: 2.6730 -1.0320 3.6265
H: 3.3378 -1.2304 1.9854

The net charge is +2. The value obtained for the HOMO energy is -16.35 eV. The energy above the lowest of the compared OMol25 structures with the same formula, charge and spin comes out at 0.5 kcal per mole.



# 5
Computed, not measured: a structure of composition C12H30ClF6NO13S2Y in a non-equilibrium geometry, with ωB97M-V with the def2-TZVPD basis set.

Geometry (Å):
Y: -0.0962 0.4595 -0.0626
Cl: 1.1562 4.4162 2.8600
O: 0.5456 3.2917 2.2394
O: 0.9096 4.3877 4.3139
O: 2.5528 4.2640 2.6548
O: 0.6614 5.5913 2.2021
C: 3.5243 1.5108 -3.8366
F: 3.9417 0.2960 -4.2221
F: 4.2022 2.4615 -4.4912
F: 2.2917 1.6789 -4.3037
S: 3.3917 1.8145 -1.8598
O: 4.5117 2.5669 -1.3097
O: 2.0763 2.4370 -1.6717
N: 2.9937 0.2085 -1.1441
S: 4.3798 -0.5859 -1.5956
O: 4.0583 -1.8325 -2.2778
O: 5.5270 0.0729 -2.2195
C: 5.0872 -1.0830 0.0826
F: 4.1898 -1.8440 0.7288
F: 6.2179 -1.7636 -0.1255
F: 5.3117 0.0244 0.9074
C: -0.5396 -1.5086 -5.7131
C: -0.1716 -1.7575 -4.1984
O: -0.6111 -0.5824 -3.5109
H: -1.6017 -1.3319 -5.8826
H: -0.1248 -2.2930 -6.3462
H: -0.1823 -0.5539 -6.0991
H: 0.8334 -2.1520 -4.0490
H: -0.9156 -2.5032 -3.9178
H: -0.8699 0.0816 -4.1541
C: -5.0323 0.7145 3.3416
C: -3.4922 0.7454 3.3391
O: -2.9523 0.1403 2.1523
H: -5.3855 1.1727 4.2654
H: -5.4274 -0.3014 3.3438
H: -5.5152 1.3198 2.5745
H: -3.0261 0.1936 4.1555
H: -3.0967 1.7610 3.3284
H: -3.1777 -0.7787 2.3140
C: 0.0524 -5.3618 -1.0503
C: 0.1140 -4.4106 0.1291
O: -0.5939 -3.2471 -0.1861
H: -0.9622 -5.7291 -1.2044
H: 0.8678 -6.0792 -0.9571
H: 0.2877 -4.9103 -2.0141
H: 1.1843 -4.2142 0.1935
H: -0.3216 -4.8132 1.0436
H: -1.4344 -3.5344 -0.5502
C: 1.6347 -0.6788 5.1203
C: 1.0234 -1.5273 4.0194
O: 1.3238 -0.9282 2.7787
H: 1.1516 0.2921 5.0103
H: 2.7120 -0.5541 5.2296
H: 1.2090 -1.0865 6.0372
H: -0.0518 -1.5161 4.1977
H: 1.2638 -2.5878 4.0951
H: 2.1344 -1.3821 2.5367
C: -5.0810 3.5932 -0.7081
C: -3.5584 3.6915 -0.3165
O: -2.8473 2.7370 -1.0617
H: -5.2059 3.7026 -1.7853
H: -5.6634 4.3320 -0.1576
H: -5.4998 2.6341 -0.4034
H: -3.5101 3.5620 0.7647
H: -3.0558 4.5889 -0.6772
H: -3.3192 2.6890 -1.8963

The net charge is +1. The value obtained for the HOMO energy is -11.26 eV. The energy above the lowest of the compared OMol25 structures with the same formula, charge and spin comes out at 322.3 kcal per mole.



# 6
Computed, not measured: a cluster of 3 separate species, C12H30ClN2O4 in total in a non-equilibrium geometry, with ωB97M-V with the def2-TZVPD basis set.

Geometry (Å):
Cl: -18.2037 8.6325 27.7425
C: -21.7686 10.3230 21.8972
O: -21.5329 10.4144 23.2860
C: -20.5310 9.6916 23.9327
C: -20.8125 8.1527 23.9232
N: -19.7593 7.3523 24.5826
C: -18.4912 7.4095 24.0331
C: -18.3223 7.3630 22.4679
O: -18.5526 8.5488 21.7932
C: -18.6747 8.5203 20.3546
H: -21.6990 9.2697 21.6257
H: -20.9101 10.8559 21.4884
H: -22.6762 10.6535 21.3920
H: -20.6092 10.1963 24.8956
H: -19.5476 9.8844 23.5038
H: -20.8523 7.9212 22.8589
H: -21.7943 7.9299 24.3411
H: -19.7187 7.7883 25.4928
H: -17.9924 6.4987 24.3643
H: -17.9163 8.2069 24.5040
H: -18.8553 6.5194 22.0293
H: -17.2746 7.1257 22.2832
H: -18.8418 9.5735 20.1289
H: -19.4681 7.8010 20.1515
H: -17.7761 8.1931 19.8315
C: -20.8962 18.4605 26.7429
O: -21.1227 17.0877 27.1029
C: -22.2990 16.8455 27.9696
C: -22.4431 15.3910 28.4516
N: -21.4577 14.9321 29.5197
C: -21.3892 13.4672 29.6897
C: -20.4858 12.7983 28.6516
O: -19.1803 13.1959 28.7285
C: -18.1601 12.5308 28.0621
H: -20.2681 18.4265 25.8528
H: -20.3480 18.9704 27.5351
H: -21.7748 18.9256 26.2960
H: -23.1901 17.1620 27.4276
H: -22.2449 17.5418 28.8064
H: -22.3033 14.8608 27.5096
H: -23.4634 15.1090 28.7114
H: -20.5594 15.2359 29.1719
H: -22.3717 12.9958 29.7117
H: -21.0468 13.2542 30.7024
H: -20.9134 12.9904 27.6675
H: -20.6170 11.7351 28.8527
H: -18.2108 11.4655 28.2872
H: -17.2384 12.7527 28.6001
H: -18.0244 12.6846 26.9916

The net charge is -1. The value obtained for the HOMO energy is -4.19 eV. The energy above the lowest of the compared OMol25 structures with the same formula, charge and spin comes out at 53.1 kcal per mole.



# 7
Computed, not measured: a structure of composition C12H30CrFO19P4 in a non-equilibrium geometry, with ωB97M-V with the def2-TZVPD basis set.

Geometry (Å):
Cr: 5.2495 -18.8446 7.2276
P: 6.6491 -17.0322 6.9502
O: 6.4966 -17.5676 8.4196
O: 5.1266 -16.8946 6.5545
O: 6.9393 -18.4301 6.3023
O: 7.6205 -15.9300 6.7176
C: 3.6777 -14.7687 8.4373
C: 3.7331 -15.9350 9.4462
O: 2.4055 -16.2559 9.5913
C: 1.5996 -15.2521 9.2778
O: 0.4786 -15.1510 9.7091
O: 2.2302 -14.4092 8.4633
F: 4.3433 -15.5184 10.6036
H: 3.9478 -15.1381 7.4473
H: 4.2591 -13.9069 8.7471
H: 4.2985 -16.7450 9.0096
C: 9.1776 -19.7686 8.6220
O: 8.7402 -21.1184 8.5313
P: 7.2515 -21.5209 8.8973
O: 6.2392 -20.6718 8.2596
O: 7.2273 -23.0680 8.5941
C: 8.2856 -23.8856 9.0623
O: 7.2162 -21.5541 10.4981
C: 7.3298 -20.3653 11.2771
H: 9.9933 -19.5826 7.9251
H: 9.7401 -19.6271 9.5596
H: 8.3870 -19.0152 8.6365
H: 9.0608 -23.4075 9.6637
H: 8.8608 -24.3298 8.2492
H: 7.9121 -24.6906 9.6951
H: 6.5229 -20.2939 12.0083
H: 7.3135 -19.4787 10.6426
H: 8.2380 -20.4019 11.8808
C: 3.5106 -22.2389 9.7603
O: 2.3683 -21.5212 9.3485
P: 2.3214 -19.9335 9.3263
O: 3.4455 -19.3398 8.5687
O: 2.2322 -19.4858 10.8417
C: 3.4101 -19.3321 11.6242
O: 0.8570 -19.5878 8.8130
C: 0.5890 -18.3492 8.1139
H: 4.3392 -21.5784 10.0404
H: 3.9772 -22.8386 8.9794
H: 3.4048 -22.8384 10.6656
H: 3.3440 -18.3058 12.0028
H: 4.3619 -19.4147 11.1026
H: 3.3479 -19.9076 12.5498
H: 0.0062 -18.5659 7.2237
H: 1.5081 -17.8861 7.7481
H: 0.1618 -17.6632 8.8406
C: 2.7739 -20.3707 3.2491
O: 3.0879 -21.6399 3.8988
P: 3.7022 -21.6630 5.3599
O: 4.0616 -20.3497 5.9146
O: 4.9123 -22.7160 5.3626
C: 4.7718 -23.8924 4.5907
O: 2.5241 -22.4342 6.1406
C: 1.1374 -22.2857 5.8739
H: 3.5921 -19.7174 3.5398
H: 1.7816 -20.0907 3.6047
H: 2.6292 -20.5143 2.1809
H: 5.0570 -24.7889 5.1505
H: 5.5119 -23.8581 3.7891
H: 3.7830 -24.1459 4.2086
H: 0.7413 -23.1838 5.4020
H: 0.9337 -21.4271 5.2336
H: 0.7032 -22.0803 6.8527

The net charge is -1. The value obtained for the HOMO energy (spin up / spin down) is -1.96 / -3.54 eV. Its spin multiplicity is 5. Its expectation value of S² is 6.02.



# 8
Computed, not measured: a structure of composition C12H30F4HgN4O12S4 in a non-equilibrium geometry, with ωB97M-V with the def2-TZVPD basis set.

Geometry (Å):
Hg: 28.3316 -16.6788 -3.1130
N: 29.7216 -16.1662 -1.4526
S: 30.0173 -16.7780 -0.0221
O: 29.5259 -15.9628 1.0482
O: 31.0412 -17.7402 0.2459
F: 28.7590 -17.8493 -0.2308
S: 30.8033 -14.8902 -1.2560
O: 32.1533 -15.3134 -0.9772
O: 30.2702 -13.7182 -0.6553
F: 30.9350 -14.5204 -2.8046
N: 27.7195 -16.5678 -5.3721
S: 26.1515 -16.7314 -6.0105
O: 25.7411 -18.0824 -6.2863
O: 25.6560 -15.6411 -6.7971
F: 25.3331 -16.4870 -4.6300
S: 28.4018 -16.1934 -6.7467
O: 28.4277 -14.8325 -7.1801
O: 28.2772 -17.2124 -7.7663
F: 29.8937 -16.5024 -6.2373
C: 22.4338 -16.5511 -1.3570
O: 23.7982 -16.8665 -1.4564
C: 24.5760 -16.5627 -0.3100
C: 26.0078 -16.8893 -0.6996
N: 26.4622 -16.1097 -1.9225
C: 26.4810 -14.6668 -1.6144
C: 26.8514 -13.8721 -2.8922
O: 28.1108 -14.3226 -3.3913
C: 28.6628 -13.3750 -4.3105
H: 21.9060 -17.3822 -0.8725
H: 22.0253 -16.5642 -2.3706
H: 22.1474 -15.6011 -0.9018
H: 24.3440 -17.2388 0.5184
H: 24.4535 -15.5147 -0.0347
H: 26.0892 -17.9301 -1.0057
H: 26.7044 -16.6921 0.1124
H: 25.6400 -16.3456 -2.4849
H: 27.1523 -14.4147 -0.7960
H: 25.4677 -14.3099 -1.4183
H: 26.8194 -12.7864 -2.7853
H: 26.0632 -14.0535 -3.6350
H: 28.0457 -13.2619 -5.2025
H: 29.5920 -13.8378 -4.6376
H: 28.9053 -12.4017 -3.8832
C: 26.0277 -19.3187 -3.3630
O: 27.3802 -18.8966 -3.2896
C: 28.2549 -19.9294 -3.7025
C: 29.7280 -19.5715 -3.3981
N: 30.0764 -18.2087 -3.9244
C: 31.5178 -17.9689 -3.6641
C: 32.4051 -18.6969 -4.6391
O: 32.0632 -18.3273 -5.9444
C: 32.8186 -18.9253 -6.9800
H: 25.7352 -19.5502 -4.3874
H: 25.3517 -18.5194 -3.0530
H: 25.8117 -20.1176 -2.6480
H: 28.1394 -20.0886 -4.7789
H: 28.0283 -20.8605 -3.1778
H: 30.3168 -20.3853 -3.8264
H: 29.9444 -19.6175 -2.3301
H: 29.9091 -18.2590 -4.9256
H: 31.7599 -18.1709 -2.6208
H: 31.6482 -16.8862 -3.7627
H: 32.1911 -19.7664 -4.4956
H: 33.4654 -18.5785 -4.3930
H: 32.1965 -18.8740 -7.8721
H: 33.0733 -19.9822 -6.8584
H: 33.7331 -18.3418 -7.1046

The value obtained for the HOMO energy is -10.23 eV. The energy above the lowest of the compared OMol25 structures with the same formula, charge and spin comes out at 49.1 kcal per mole.